Entry A
{"formula": "C3H8N4S", "method": "wB97M-V/def2-TZVPD", "species": ["N", "N", "C", "N", "C", "C", "N", "S", "H", "H", "H", "H", "H", "H", "H", "H"], "xyz": [[-1.73, 1.75, -0.55], [-0.29, 1.92, -1.20], [0.50, 1.32, -0.45], [0.29, 0.66, 0.72], [1.14, -0.48, 0.90], [0.66, -1.89, 0.41], [-0.39, -1.79, -0.27], [1.33, -3.35, 1.02], [-1.95, 2.98, -0.42], [-2.37, 1.33, -1.54], [1.55, 1.21, -0.71], [-0.71, 0.55, 0.78], [1.61, -0.68, 2.00], [2.07, -0.12, 0.26], [-0.76, -2.52, -0.71], [-0.96, -0.88, -0.23]], "lowdin_charge": [-0.1215, -0.0390, -0.3554, -0.0368, -0.2147, -0.8680, 0.1140, 0.5214, 0.1701, 0.1539, 0.1121, 0.0743, 0.1490, 0.1356, 0.0595, 0.1454], "smiles": "N/N=C\\NCC(N)=S", "gap_ev": 8.678, "lumo_energy_ev": 0.3}

Entry B
{"formula": "C3H8N4S", "method": "wB97M-V/def2-TZVPD", "species": ["C", "C", "N", "N", "S", "C", "N", "N", "H", "H", "H", "H", "H", "H", "H", "H"], "xyz": [[-0.90, -0.45, 1.12], [-1.12, 0.62, 0.10], [-2.09, 0.70, -0.70], [-3.05, -0.30, -0.52], [-0.01, 1.97, 0.03], [1.61, 1.10, -0.06], [1.80, -0.13, -0.38], [3.13, -0.57, -0.33], [-1.84, -0.73, 1.61], [-0.58, -1.32, 0.55], [-0.11, -0.22, 1.84], [-3.70, -0.26, -1.33], [-2.64, -1.24, -0.57], [2.44, 1.80, 0.19], [3.30, -1.22, -1.12], [3.76, 0.24, -0.41]], "lowdin_charge": [-0.1037, -0.7411, -0.0711, -0.0156, 0.9252, -0.4710, -0.1104, -0.0281, 0.0749, 0.0719, 0.0712, 0.0868, 0.0804, 0.0735, 0.0881, 0.0691], "smiles": "C/C(=N\\N)S/C=N/N", "gap_ev": 9.168, "lumo_energy_ev": 0.9}

Most favorable structure: entry B. The second most favorable one is 1.752 eV above it.

Entry A
{"formula": "C3H8N4S", "method": "wB97M-V/def2-TZVPD", "species": ["H", "N", "C", "C", "N", "N", "N", "C", "S", "H", "H", "H", "H", "H", "H", "H"], "xyz": [[0.57, 2.59, 1.55], [-0.21, 1.93, 1.53], [0.23, 0.78, 1.24], [1.67, 0.43, 1.01], [2.15, 0.58, -0.37], [-0.69, -0.25, 1.16], [-0.43, -1.40, 0.40], [-0.71, -1.50, -0.90], [-1.17, -0.27, -1.93], [2.33, 1.10, 1.60], [1.94, -0.55, 1.42], [1.53, 0.02, -0.96], [2.11, 1.54, -0.71], [-1.66, 0.06, 1.08], [-0.33, -2.23, 1.00], [-0.70, -2.54, -1.25]], "lowdin_charge": [0.0476, 0.1327, -0.4627, -0.2303, 0.0135, 0.0180, -0.0832, -0.7006, 0.5885, 0.1142, 0.1066, 0.0149, 0.0762, 0.1371, 0.1584, 0.0690], "smiles": "[H]/N=C(\\CN)NNC=S", "gap_ev": 9.281, "lumo_energy_ev": 0.4}

Entry B
{"formula": "C3H8N4S", "method": "wB97M-V/def2-TZVPD", "species": ["C", "C", "C", "H", "H", "H", "H", "H", "H", "H", "H", "N", "N", "N", "N", "S"], "xyz": [[-2.29, 1.24, 0.65], [-0.37, 0.01, -0.46], [2.59, -1.91, -0.70], [-2.96, 1.02, -0.16], [-2.02, 2.45, 0.68], [-2.54, 1.28, 1.67], [0.78, 2.08, 1.22], [-0.02, -0.21, -2.30], [0.41, -1.68, 0.86], [2.74, -1.75, 0.46], [2.80, -2.92, -1.44], [-1.01, 0.64, 0.67], [-0.77, 0.19, -1.62], [1.00, -0.29, -0.23], [1.54, -1.28, -1.09], [0.12, 1.13, 1.79]], "lowdin_charge": [-0.1479, -0.6437, -0.0942, 0.0763, 0.1220, 0.0395, -0.1481, 0.0854, 0.2663, 0.0924, 0.1449, -0.5610, 0.1454, -0.0179, -0.1529, 0.7933], "gap_ev": 7.138, "lumo_energy_ev": -1.6}

Entry C
{"formula": "C3H8N4S", "method": "wB97M-V/def2-TZVPD", "species": ["C", "C", "C", "N", "N", "N", "N", "S", "H", "H", "H", "H", "H", "H", "H", "H"], "xyz": [[-0.09, 0.89, 1.02], [1.13, -1.19, -0.59], [1.22, 0.28, -0.99], [-1.46, 0.55, -1.01], [-1.16, -0.10, 1.15], [0.29, 1.15, -0.35], [-1.91, -0.04, -0.01], [-3.40, -0.71, 0.00], [-0.35, 1.92, 1.53], [0.83, 0.70, 1.68], [1.55, -1.70, -1.38], [1.50, -1.49, 0.47], [0.14, -1.59, -0.66], [2.27, 0.79, -0.85], [1.18, 0.56, -1.97], [-1.75, 0.00, 1.96]], "lowdin_charge": [-0.2743, -0.0897, -0.3011, 0.1672, -0.0096, -0.0170, -0.8266, 0.5335, 0.1363, 0.1390, 0.0358, 0.1174, 0.0514, 0.1590, 0.0725, 0.1062], "gap_ev": [8.560, 8.560], "lumo_energy_ev": [-0.1, -0.1]}

Most favorable structure: entry A. The second most favorable one is 4.734 eV above it.

Entry A
{"formula": "C6H7I", "method": "wB97M-V/def2-TZVPD", "species": ["C", "C", "C", "C", "C", "I", "C", "H", "H", "H", "H", "H", "H", "H"], "xyz": [[1.41, 1.24, 0.87], [0.47, 0.31, 0.17], [0.69, -0.37, -0.97], [-0.45, -1.16, -1.40], [-1.47, -1.03, -0.56], [-3.41, -1.75, -0.56], [-0.89, 0.05, 0.71], [0.85, 1.94, 1.48], [2.01, 1.79, 0.16], [2.09, 0.69, 1.52], [1.61, -0.35, -1.53], [-0.44, -1.76, -2.29], [-0.91, -0.51, 1.64], [-1.56, 0.91, 0.75]], "lowdin_charge": [-0.0539, -0.3270, -0.0672, -0.1868, -0.7206, 0.7988, -0.0898, 0.0747, 0.0775, 0.0813, 0.1071, 0.0966, 0.1058, 0.1035], "smiles": "CC1=CC=C(I)C1", "gap_ev": 8.815, "lumo_energy_ev": 0.7}

Entry B
{"formula": "C6H7I", "method": "wB97M-V/def2-TZVPD", "species": ["C", "C", "C", "C", "C", "C", "I", "H", "H", "H", "H", "H", "H", "H"], "xyz": [[-1.25, -0.20, -0.66], [-0.36, -1.10, -1.15], [-1.07, 0.79, 0.65], [1.70, -0.25, -0.09], [1.09, -1.20, -0.67], [0.14, 1.58, 0.70], [0.42, 2.30, 2.62], [-2.19, -0.05, -1.22], [-0.88, -1.72, -1.95], [-1.94, 1.46, 0.76], [-1.17, 0.10, 1.46], [2.66, -0.25, 0.32], [1.30, 0.74, 0.02], [1.56, -2.20, -0.78]], "lowdin_charge": [-0.0699, -0.1052, -0.3874, -0.0164, -0.1439, -0.5885, 0.7975, 0.0876, 0.1129, 0.1107, 0.0766, 0.0685, -0.0468, 0.1043], "gap_ev": 7.578, "lumo_energy_ev": -0.6}

Most favorable structure: entry A. The second most favorable one is 4.421 eV above it.

Entry A
{"formula": "C4H14NO3", "method": "wB97M-V/def2-TZVPD", "species": ["C", "O", "C", "C", "C", "N", "H", "H", "H", "H", "H", "H", "H", "H", "H", "H", "H", "H", "O", "H", "H", "O"], "xyz": [[-0.77, -1.12, 0.66], [0.33, -0.30, 0.60], [-1.95, -0.24, 0.25], [-1.98, 0.24, -1.17], [-1.36, 1.53, -1.51], [0.23, 1.49, -1.86], [-0.65, -1.97, -0.05], [-0.90, -1.58, 1.69], [-2.90, -0.79, 0.36], [-1.89, 0.62, 0.84], [-1.53, -0.70, -1.51], [-3.00, 0.15, -1.58], [-1.32, 2.24, -0.73], [-2.07, 1.99, -2.37], [0.32, 0.56, -2.39], [0.84, 1.56, -1.08], [4.36, 0.92, 1.69], [3.68, -0.62, 1.77], [4.54, 0.00, 2.20], [1.37, -0.90, 0.84], [2.18, -1.65, 2.10], [2.47, -1.46, 1.27]], "lowdin_charge": [-0.3861, -0.2251, -0.2362, -0.2790, -0.2291, -0.0197, 0.1037, 0.1108, 0.1052, 0.0815, 0.1055, 0.0974, 0.0714, 0.1235, 0.0665, 0.0117, 0.0507, 0.0342, -0.3100, 0.0545, -0.0761, -0.2554], "charge": -1, "gap_ev": 8.458, "lumo_energy_ev": 3.7}

Entry B
{"formula": "C4H14NO3", "method": "wB97M-V/def2-TZVPD", "species": ["C", "N", "C", "C", "C", "O", "H", "H", "H", "H", "H", "H", "H", "H", "H", "H", "H", "H", "O", "H", "H", "O"], "xyz": [[1.43, -1.43, -0.53], [2.32, -0.16, -0.59], [1.40, 0.98, -0.56], [0.81, 1.49, 0.87], [0.08, 0.27, 1.66], [-1.13, -0.05, 1.32], [0.90, -1.56, -1.41], [0.38, -1.07, -0.12], [1.72, -2.42, -0.17], [2.71, 0.05, 0.31], [0.44, 0.72, -1.11], [1.87, 1.85, -0.90], [1.49, 2.01, 1.60], [0.07, 2.25, 0.54], [0.83, -0.51, 1.61], [0.17, 0.61, 2.71], [-1.91, -2.24, -0.09], [-1.22, -0.98, 0.18], [-1.42, -1.50, -0.57], [-2.83, -0.19, -1.18], [-1.87, 0.90, -0.77], [-2.61, 0.78, -1.46]], "lowdin_charge": [-0.1196, -0.1039, -0.2654, -0.1466, -0.5188, -0.2547, 0.0237, 0.0536, 0.0686, 0.0586, 0.1157, 0.0617, 0.0836, 0.0864, 0.0622, 0.0725, 0.0849, -0.1172, -0.1430, 0.0490, 0.0283, -0.1796], "charge": -1, "gap_ev": 7.769, "lumo_energy_ev": 4.0}

Most favorable structure: entry A. The second most favorable one is 0.960 eV above it.

Entry A
{"formula": "C4H5NO3", "method": "wB97M-V/def2-TZVPD", "species": ["C", "C", "C", "O", "H", "H", "N", "O", "C", "O", "H", "H", "H"], "xyz": [[2.40, -0.52, -0.01], [1.44, 0.37, -0.23], [1.30, 1.68, -0.03], [1.57, 2.80, 0.00], [3.33, -0.39, 0.54], [2.10, -1.55, -0.18], [-2.74, 0.06, 0.22], [-1.33, 0.19, 0.42], [-0.56, -0.75, -0.44], [-0.20, -1.84, -0.05], [-3.12, 1.01, 0.17], [-3.14, -0.41, 1.02], [-1.04, -0.65, -1.44]], "lowdin_charge": [0.0889, -0.1167, -0.1067, 0.2183, 0.0792, 0.0609, 0.0230, -0.2138, -0.3534, 0.0224, 0.0796, 0.0827, 0.1357], "smiles": "C=C=C=O.NOC=O", "gap_ev": 8.061, "lumo_energy_ev": -1.1}

Entry B
{"formula": "C4H5NO3", "method": "wB97M-V/def2-TZVPD", "species": ["C", "C", "C", "C", "H", "H", "H", "H", "H", "N", "O", "O", "O"], "xyz": [[0.86, 0.33, 0.54], [-0.24, -0.60, -0.02], [-1.61, 0.13, -0.11], [2.20, -0.28, 0.30], [0.46, 2.40, -0.35], [0.78, 0.79, 1.66], [-0.70, -1.46, 0.61], [0.36, -0.92, -0.90], [-2.16, -1.69, -0.59], [3.30, -0.52, -0.45], [1.04, 1.29, -0.44], [-2.56, -0.77, -0.17], [-1.72, 1.29, -0.06]], "lowdin_charge": [-0.4567, -0.0655, -0.6004, -0.0835, 0.3086, 0.1979, 0.1491, 0.1367, 0.2160, 0.1209, -0.1519, 0.0725, 0.1565], "gap_ev": 10.479, "lumo_energy_ev": -0.1}

Entry C
{"formula": "C4H5NO3", "method": "wB97M-V/def2-TZVPD", "species": ["O", "C", "C", "C", "O", "N", "O", "C", "H", "H", "H", "H", "H"], "xyz": [[2.83, -0.16, -0.12], [1.43, -0.03, -0.10], [0.61, 1.25, 0.05], [-0.69, 0.74, 0.17], [-1.86, 1.32, -0.11], [-0.73, -0.63, 0.46], [-1.91, -1.15, -0.40], [0.61, -1.14, 0.14], [3.33, 0.68, -0.54], [1.29, 2.24, 0.28], [-2.61, 0.67, 0.08], [-2.09, -2.02, 0.25], [0.92, -2.19, 0.28]], "lowdin_charge": [-0.0344, -0.3062, 0.0406, -0.3891, 0.0674, -0.0469, -0.0898, -0.0373, 0.1794, 0.1618, 0.1419, 0.1959, 0.1167], "smiles": "Oc1cc(O)n(O)c1", "gap_ev": 8.231, "lumo_energy_ev": 0.4}

Entry D
{"formula": "C4H5NO3", "method": "wB97M-V/def2-TZVPD", "species": ["O", "C", "C", "N", "C", "C", "O", "O", "H", "H", "H", "H", "H"], "xyz": [[-0.95, -0.36, 2.76], [-0.49, 0.67, 1.89], [-0.08, 0.09, 0.59], [-0.08, -1.16, 0.26], [0.29, -1.17, -1.09], [0.43, 0.12, -1.49], [0.71, 0.73, -2.65], [0.24, 0.94, -0.44], [-0.73, -1.21, 2.33], [-1.28, 1.39, 1.74], [0.36, 1.17, 2.32], [0.38, -2.07, -1.65], [0.90, 0.02, -3.29]], "lowdin_charge": [-0.0529, -0.1700, -0.3119, 0.1279, -0.0567, -0.3897, 0.1197, 0.1551, 0.0804, 0.1269, 0.1229, 0.1047, 0.1436], "smiles": "OCc1ncc(O)o1", "gap_ev": 9.218, "lumo_energy_ev": 0.4}

Most favorable structure: entry D. The second most favorable one is 3.840 eV above it.